# 1
Formula: C17H14ClN3O2
Source: the OMol25 dataset
Level of theory: the ωB97M-V functional and the def2-TZVPD basis

Properties
DFT total energy = -38944.983 eV
multiplicity = 1
E_LUMO = 0.0101 Eh
energy above the lowest of the compared OMol25 structures with the same formula, charge and spin = 0.0 kcal/mol
SMILES = Cc1cccc(NC(=O)c2cc(-c3cc(Cl)ccc3O)n[nH]2)c1
total charge = 0
orbital gap = 0.3128 Eh
highest occupied orbital energy = -8.237 eV

Cartesian coordinates (Å):
C1 -1.51517 -2.47312 -2.42054
C2 -2.31041 -2.15291 -1.19311
C3 -2.65710 -0.84034 -0.90712
C4 -3.34982 -0.52545 0.25638
C5 -3.75246 -1.54098 1.11632
C6 -3.42255 -2.85236 0.82605
C7 -2.69650 -3.15639 -0.31150
H1 -2.43386 -4.18186 -0.52400
H2 -3.73022 -3.64104 1.49598
H3 -4.31202 -1.29867 2.00740
N1 -3.68950 0.80467 0.55928
C8 -2.95508 1.93650 0.41822
O1 -3.46255 3.03953 0.53618
C9 -1.50653 1.80891 0.17710
C10 -0.55248 0.83140 0.39397
C11 0.67306 1.42064 0.02232
N2 0.46303 2.67960 -0.37563
N3 -0.83523 2.89567 -0.27113
H4 -1.24551 3.79313 -0.48414
C12 1.99784 0.81770 0.02744
C13 2.14094 -0.53879 0.31836
C14 3.38985 -1.12458 0.33081
C15 4.52814 -0.37943 0.05961
C16 4.39828 0.96119 -0.23347
C17 3.14711 1.57773 -0.26209
O2 3.10124 2.88428 -0.56722
H5 2.16654 3.17768 -0.57495
H6 5.26425 1.56515 -0.45237
H7 5.49988 -0.84638 0.07511
Cl1 3.53307 -2.81385 0.68759
H8 1.27106 -1.13910 0.53014
H9 -0.71370 -0.15248 0.77848
H10 -4.62697 0.96303 0.90860
H11 -2.38258 -0.05265 -1.59289
H12 -1.71207 -1.75295 -3.21084
H13 -1.74538 -3.47167 -2.78363
H14 -0.44974 -2.43568 -2.19000



# 2
Formula: C17H14Co2NO6
Source: the OMol25 dataset
Level of theory: the ωB97M-V functional and the def2-TZVPD basis

Properties
DFT total energy = -106883.081 eV
multiplicity = 1
E_LUMO = 0.0951 Eh
energy above the lowest of the compared OMol25 structures with the same formula, charge and spin = 0.0 kcal/mol
total charge = -1
orbital gap = 0.2413 Eh
highest occupied orbital energy = -3.978 eV

Cartesian coordinates (Å):
O1 1.32743 -2.62561 -0.19835
C1 0.42759 -1.88718 -0.28224
Co1 -0.95779 -0.84827 -0.41603
C2 -1.63891 -0.95866 -2.01874
O2 -2.03278 -0.95859 -3.11247
C3 -2.27652 -1.36004 0.63109
O3 -3.17844 -1.77835 1.23183
C4 -0.06552 0.97005 -0.69735
C5 0.58880 1.14312 -1.99138
C6 1.62550 0.29586 -2.44766
C7 1.96381 0.29355 -3.79741
C8 1.35971 1.19993 -4.68286
C9 0.46822 2.16821 -4.19221
C10 0.14769 2.18711 -2.83698
C11 -1.09067 1.80339 -0.13761
C12 -2.28017 2.29820 -0.48940
Co2 0.12905 1.39086 1.04212
C13 1.65148 0.54842 1.49708
O4 2.61461 0.07631 1.93291
C14 -0.91496 0.81649 2.40870
O5 -1.44500 0.53309 3.38765
C15 0.44752 3.05575 1.48548
O6 0.58916 4.18060 1.73118
H1 2.12878 -0.38054 -1.74908
H2 2.69630 -0.42612 -4.17320
H3 1.60320 1.18200 -5.74470
H4 0.01042 2.90606 -4.85142
H5 -0.51139 2.96014 -2.43094
H6 -2.82626 2.95244 0.19228
H7 -2.71759 2.07833 -1.46643
C16 1.19124 -5.90540 0.43865
N1 1.65759 -4.96242 1.39199
C17 0.98289 -4.63438 2.59579
H8 1.70077 -5.70623 -0.50813
H9 1.42289 -6.93459 0.74522
H10 0.10615 -5.81378 0.30551
H11 2.45254 -4.39781 1.13165
H12 1.37127 -3.67688 2.95490
H13 -0.09817 -4.55404 2.42376
H14 1.15933 -5.39067 3.37296



# 3
Formula: C17H14CsF6N3O10S2
Source: the OMol25 dataset
Level of theory: the ωB97M-V functional and the def2-TZVPD basis

Properties
DFT total energy = -81326.933 eV
multiplicity = 1
E_LUMO = 0.1403 Eh
energy above the lowest of the compared OMol25 structures with the same formula, charge and spin = 28.0 kcal/mol
total charge = -2
orbital gap = 0.1746 Eh
highest occupied orbital energy = -0.935 eV

Cartesian coordinates (Å):
Cs1 -1.36633 0.37984 2.35632
F1 3.93269 -0.77526 5.18714
C1 3.03672 -1.35190 4.39280
F2 3.59595 -1.61912 3.21625
F3 2.60398 -2.48020 4.94872
S1 1.65042 -0.19957 4.07326
O1 2.29168 0.96725 3.54105
O2 0.73829 -0.89259 3.20996
N1 1.15866 -0.07052 5.55733
S2 0.10402 1.04981 5.85556
O3 -0.54762 0.77858 7.09683
O4 -0.65569 1.41263 4.69033
C2 1.13646 2.57020 6.22078
F4 1.09497 3.41572 5.20186
F5 2.40425 2.23617 6.46003
F6 0.64071 3.17606 7.30914
O5 -6.33141 0.82555 -1.90667
C3 -5.43563 0.62583 -1.12266
C4 -5.52305 0.75321 0.36457
O6 -6.50344 1.09384 0.98989
C5 -4.20849 0.36031 0.92579
C6 -3.30104 0.09281 -0.18240
O7 -2.08060 -0.20575 -0.07163
C7 -4.05156 0.18583 -1.44610
O8 -3.62308 -0.06717 -2.56145
O9 -3.92346 0.27778 2.14047
C8 -0.17698 -2.62762 -2.26267
C9 -0.41154 -1.20759 -2.76421
N2 0.52584 -0.80336 -3.83696
C10 0.12704 -1.13038 -5.21272
C11 -0.82219 -0.08041 -5.79096
C12 1.68308 -0.12592 -3.63594
O10 2.46313 0.18804 -4.53995
C13 1.98908 0.29746 -2.22365
C14 2.87410 -0.40267 -1.42546
C15 3.17236 0.08094 -0.16341
C16 2.57303 1.26157 0.25899
N3 1.71108 1.95135 -0.50009
C17 1.42175 1.45968 -1.70877
H1 -0.91075 -2.85918 -1.48122
H2 0.82921 -2.73043 -1.83509
H3 -0.28440 -3.36742 -3.07102
H4 -0.36885 -0.51040 -1.94022
H5 -1.41527 -1.09470 -3.13318
H6 -0.35745 -2.10967 -5.19312
H7 1.02361 -1.20714 -5.81176
H8 -1.71802 0.03345 -5.16328
H9 -1.13600 -0.36343 -6.80651
H10 -0.31192 0.88602 -5.84571
H11 3.34302 -1.31019 -1.80243
H12 3.85941 -0.44284 0.49798
H13 2.77396 1.65196 1.25281
H14 0.70631 2.02353 -2.30863



# 4
Formula: C17H14F3N5
Source: the OMol25 dataset
Level of theory: the ωB97M-V functional and the def2-TZVPD basis

Properties
DFT total energy = -33455.753 eV
multiplicity = 1
E_LUMO = -0.0032 Eh
energy above the lowest of the compared OMol25 structures with the same formula, charge and spin = 0.0 kcal/mol
total charge = 0
orbital gap = 0.3057 Eh
highest occupied orbital energy = -8.406 eV

Cartesian coordinates (Å):
F1 1.63376 2.71636 3.30155
F2 0.99693 3.63923 1.39596
F3 -0.47266 3.38968 2.99272
N1 -2.11159 3.77022 -1.15333
N2 0.10997 -0.86858 2.10420
N3 -0.03686 0.05151 -0.01508
C1 -1.69982 3.07433 -0.09262
C2 -0.01250 -0.94262 0.77047
C3 0.30259 0.26676 2.55882
C4 -0.01046 1.26112 0.51592
C5 -0.01420 3.58265 -4.21021
C6 0.99529 2.73496 -3.66762
C7 -1.04687 3.94451 -3.45581
C8 1.01727 2.29972 -2.38805
C9 -1.22715 3.55008 -2.13389
C10 -0.13520 2.67545 -1.61166
C11 0.23051 1.47816 1.90828
N4 -0.57457 2.31274 -0.29275
N5 0.24549 -2.12183 0.22580
C12 0.54367 2.79153 2.39724
C13 0.83201 -4.06017 1.95578
C14 -1.19555 -4.22023 1.17775
C15 0.58984 -4.44037 -0.14250
C16 0.06291 -5.17708 1.17774
C17 0.10059 -3.39118 0.79750
H1 -2.20375 3.01628 0.84491
H2 0.61457 0.26292 3.56065
H3 -0.09388 3.79890 -5.28640
H4 1.72441 2.29853 -4.23586
H5 -1.82298 4.56927 -3.85151
H6 1.76455 1.65469 -1.94142
H7 0.44868 -2.07766 -0.69838
H8 0.37384 -3.82089 2.94770
H9 1.91577 -4.11896 2.03587
H10 -1.83165 -4.16724 2.00350
H11 -1.80110 -4.41199 0.35323
H12 0.04151 -4.57793 -1.06709
H13 1.69943 -4.54081 -0.36506
H14 0.04723 -6.20211 1.58364



# 5
Formula: C17H14IN4PdS3
Source: the OMol25 dataset
Level of theory: the ωB97M-V functional and the def2-TZVPD basis

Properties
DFT total energy = -67905.889 eV
multiplicity = 1
E_LUMO = 0.0512 Eh
energy above the lowest of the compared OMol25 structures with the same formula, charge and spin = 6.4 kcal/mol
total charge = -1
orbital gap = 0.1548 Eh
highest occupied orbital energy = -2.820 eV

Cartesian coordinates (Å):
Pd1 0.28070 -0.15983 0.16091
S1 -5.30493 5.32908 1.10658
N1 -5.20485 3.96367 0.24724
C1 -4.00470 3.45668 0.47534
C2 -3.48230 2.23819 -0.11578
C3 -4.23633 1.47296 -1.00226
C4 -3.67844 0.32626 -1.51722
C5 -2.38573 -0.01703 -1.13652
N2 -1.65321 0.70814 -0.29744
C6 -2.18528 1.82664 0.22457
C7 -1.38090 2.62844 1.18726
N3 -0.16792 2.18045 1.48533
C8 0.58361 2.84517 2.33852
C9 0.15710 4.02212 2.95613
C10 -1.09879 4.50420 2.66036
C11 -1.89723 3.80215 1.75788
C12 -3.23200 4.22489 1.38973
N4 -3.86290 5.29852 1.83583
H1 -5.23709 1.79299 -1.25957
H2 -4.21769 -0.31160 -2.20315
H3 -1.90566 -0.91441 -1.50289
H4 1.56065 2.41400 2.53110
H5 0.80441 4.53937 3.65143
H6 -1.48160 5.41120 3.10978
C13 3.02415 -2.97744 2.55953
C14 1.83829 -2.20504 2.02992
S2 2.26466 -1.05870 0.75283
C15 0.58621 -2.37123 2.47010
C16 0.20503 -3.33398 3.55887
S3 -0.76377 -1.46124 1.78527
H7 3.94961 -2.55598 2.16662
H8 2.98951 -4.02885 2.25616
H9 3.08654 -2.94822 3.65088
H10 1.06154 -3.90703 3.91864
H11 -0.54931 -4.04191 3.20365
H12 -0.23430 -2.80630 4.41112
I1 3.14620 1.60030 -1.48988
C17 1.07722 0.93927 -1.40722
H13 0.96966 0.41952 -2.36136
H14 0.55437 1.89554 -1.48710



# 6
Formula: C17H14IrN5S4Sb
Source: the OMol25 dataset
Level of theory: the ωB97M-V functional and the def2-TZVPD basis

Properties
DFT total energy = -78030.081 eV
multiplicity = 1
E_LUMO = 0.0562 Eh
energy above the lowest of the compared OMol25 structures with the same formula, charge and spin = 6.5 kcal/mol
total charge = -1
orbital gap = 0.1843 Eh
highest occupied orbital energy = -3.488 eV

Cartesian coordinates (Å):
Ir1 -0.67547 -0.59790 -0.19171
C1 -1.37557 -0.51169 4.05116
C2 -0.09116 -0.49571 4.56696
C3 0.98284 -0.51114 3.69504
C4 0.76762 -0.55976 2.32378
N1 -0.49420 -0.61378 1.84148
C5 -1.53405 -0.57546 2.67872
C6 1.81859 -0.53479 1.29367
C7 3.17976 -0.46983 1.58362
C8 4.10726 -0.42698 0.55674
C9 3.66906 -0.44517 -0.76476
C10 2.31212 -0.51355 -1.05004
C11 1.35281 -0.56343 -0.03416
H1 -2.24552 -0.47825 4.69052
H2 0.07231 -0.46873 5.63732
H3 1.99577 -0.48178 4.07064
H4 -2.51590 -0.59835 2.21896
H5 3.52598 -0.45158 2.61127
H6 5.16561 -0.37926 0.78243
H7 4.39098 -0.40625 -1.57328
H8 2.00188 -0.52560 -2.09076
N2 -0.74229 1.00001 -3.96332
C12 -0.77710 -0.29823 -4.43363
C13 -0.75437 -1.10479 -3.33515
N3 -0.70515 -0.31357 -2.22152
C14 -0.71160 0.93238 -2.61344
C15 -0.68911 1.96794 -1.60800
N4 -0.68010 1.63270 -0.33657
C16 -0.66442 2.79869 0.37972
C17 -0.65454 3.85470 -0.47874
N5 -0.66879 3.31180 -1.74599
H9 -0.79634 1.82936 -4.52427
H10 -0.80858 -0.52511 -5.48336
H11 -0.78523 -2.18000 -3.26271
H12 -0.66044 2.79767 1.45604
H13 -0.63502 4.91634 -0.31253
H14 -0.69121 3.83045 -2.60466
S1 -3.87005 -3.59677 -2.41755
Sb1 -3.09189 -2.92616 -0.37614
S2 -3.13752 -0.55100 -0.28896
S3 -0.70540 -3.02998 -0.18364
S4 -4.18157 -3.73742 1.45680